ORCA calculation (ωB97M-V/def2-TZVPD) on a molecular structure, C9H13N3NaO5.

Orbital gap in eV: 7.66
Relative energy (zero: lowest compared OMol25 entry of this formula, charge and spin) in kcal per mole: 2.95
HOMO in eV: -5.3
Net charge: -1

Atoms and positions in Å:
Na1 4.8570 11.4762 6.5023
O1 3.3265 9.8696 5.6539
C1 3.2765 10.2183 4.2561
C2 4.6213 10.5475 3.6426
N1 5.3343 11.5711 4.3017
C3 5.0385 12.9434 3.8715
C4 5.1354 13.9966 5.0164
O2 5.0288 15.1683 4.5969
O3 5.0376 13.5366 6.1775
C5 6.7574 11.3970 4.4331
C6 7.0669 10.0111 5.1095
O4 7.7336 9.2039 4.4562
O5 6.4358 9.8187 6.2453
H1 3.8394 9.0962 5.7733
H2 2.5517 11.0295 4.2187
H3 2.9077 9.3884 3.7094
H4 4.4307 10.6144 2.5816
H5 5.1226 9.5593 3.8059
H6 3.8927 12.9744 3.6629
H7 5.4739 13.1353 2.8785
H8 7.1536 12.1309 5.1311
H9 7.2325 11.4038 3.4870
N2 5.9608 7.0695 5.6478
C7 6.4483 5.8417 5.3557
C8 5.3311 4.9605 5.1634
C9 4.2659 5.9267 5.2604
N3 4.6164 7.1324 5.5525
H10 6.5236 7.8874 5.6924
H11 7.5036 5.6190 5.2397
H12 5.3039 3.9398 4.9333
H13 3.2308 5.6857 5.3132

natural (NBO) atomic charge list, values in e, 8 entries: 0.94, -0.78, -0.06, -0.25, -0.50, -0.34, 0.76, -0.74

=====

ORCA calculation (ωB97M-V/def2-TZVPD) on C9H13N3O2 in the gas phase.

Orbital gap in eV: 9.35
Relative energy (zero: lowest compared OMol25 entry of this formula, charge and spin) in kcal per mole: 34.21
HOMO in eV: -8.8
SMILES string: N[C@@](Cn1ccnc1)(C(=O)O)C1CC1
Net charge: 0

Atoms and positions in Å:
C1 -3.7405 0.0361 0.4282
C2 -2.5624 -0.5901 0.6916
C3 -2.5771 0.4739 -1.2797
C4 0.0078 1.5330 0.3164
C5 3.1897 -0.6076 -0.0716
C6 2.6487 -0.4274 -1.4269
C7 1.9748 0.3438 -0.3600
C8 -0.4720 -0.8242 -0.6188
C9 0.6028 0.1585 0.3176
N1 -3.7434 0.6642 -0.7629
N2 -1.8266 -0.4067 -0.4439
N3 0.5542 -0.2910 1.7645
O1 -0.8803 1.7443 1.3158
O2 0.2541 2.3254 -0.5331
H1 -4.6979 0.1046 0.9609
H2 -2.3314 -1.0660 1.6152
H3 -2.1835 0.9182 -2.1627
H4 3.2245 -1.6269 0.3771
H5 4.1634 -0.2332 0.1192
H6 3.1836 0.2793 -2.1233
H7 2.2098 -1.3498 -1.8986
H8 2.2827 1.3828 -0.2758
H9 -0.1954 -1.8715 -0.2966
H10 -0.0505 -0.5410 -1.7045
H11 -0.9268 0.9271 1.7110
H12 1.1732 0.2051 2.4275
H13 0.7187 -1.2609 1.9134

natural (NBO) atomic charge list, values in e, 8 entries: -0.08, -0.12, 0.18, 0.76, -0.44, -0.42, -0.24, -0.19

=====

ORCA calculation (ωB97M-V/def2-TZVPD) on C9H13N3OS2 in the gas phase.

Orbital gap in eV: 7.52
Relative energy (zero: lowest compared OMol25 entry of this formula, charge and spin) in kcal per mole: 0.00
HOMO in eV: -8.2
SMILES string: CC(C)=C=[N+]([O-])[C@H](C)/C(C)=N\N=C1SS1
Net charge: 0

Atoms and positions in Å:
C1 -0.3434 -2.2778 0.2246
C2 0.7262 0.8433 -0.3059
C3 -3.2028 -0.3750 0.3661
C4 0.3092 -1.5702 -0.8763
C5 0.5474 2.1306 -0.2912
C6 0.1918 -3.7102 0.6375
C7 -0.5452 -1.0220 -1.9556
C8 -0.0227 2.8066 0.9544
C9 1.2148 2.8758 -1.3934
N1 -1.4503 -1.8744 0.7966
N2 -2.0121 -0.6670 0.7094
N3 1.0400 -0.3646 -0.2594
O1 2.1037 -0.6887 0.3804
S1 -4.6875 -0.8589 -0.4331
S2 -4.2847 0.9743 0.5793
H1 1.1506 -2.1953 -1.2486
H2 1.1750 -3.5528 0.7818
H3 -0.0165 -4.3223 -0.1607
H4 -0.4589 -4.0356 1.5096
H5 -1.4523 -1.6372 -2.0516
H6 -0.0782 -1.0147 -2.9634
H7 -0.7500 0.0892 -1.7782
H8 0.4621 3.6805 1.0938
H9 0.0751 2.2430 1.8195
H10 -1.0964 3.1068 0.7730
H11 1.8732 2.1700 -1.7289
H12 1.6604 3.6941 -0.9110
H13 0.4162 3.1052 -2.1057

natural (NBO) atomic charge list, values in e, 8 entries: 0.29, 0.27, -0.06, -0.15, -0.02, -0.62, -0.64, -0.61

=====

ORCA calculation (ωB97M-V/def2-TZVPD) on a molecular structure, C9H13N4.

Orbital gap in eV: 6.88
Relative energy (zero: lowest compared OMol25 entry of this formula, charge and spin) in kcal per mole: 129.73
HOMO in eV: -12.2
Net charge: +1

Atoms and positions in Å:
C1 1.6318 -1.4585 1.0151
C2 0.9736 -0.3362 0.6386
C3 -1.8008 -0.1777 -1.3371
C4 -1.6076 1.1299 -0.9291
C5 2.5883 -0.0661 -0.3770
C6 -1.5255 -0.1499 0.8597
C7 3.7032 0.5547 -1.3188
C8 -1.8102 -2.4111 -0.1659
C9 -1.1944 2.2450 1.2360
N1 2.7091 -1.2491 0.2294
N2 1.4528 0.6450 -0.1120
N3 -1.7850 -0.9627 -0.1633
N4 -1.3673 1.1019 0.4375
H1 1.4360 -2.3766 1.5265
H2 -1.4867 -0.5092 1.8090
H3 -1.9426 -0.7362 -2.2197
H4 -1.5215 2.0861 -1.3879
H5 4.5001 0.9538 -0.6395
H6 4.0768 -0.3839 -1.8058
H7 3.4403 1.3595 -1.9297
H8 -1.8430 -2.7658 0.9264
H9 -2.7398 -2.7270 -0.8020
H10 -1.0171 -2.8314 -0.7428
H11 -2.0522 2.7652 1.6347
H12 -0.4974 2.0346 1.9587
H13 -0.7104 2.9676 0.5201

natural (NBO) atomic charge list, values in e, 8 entries: -0.22, 0.41, -0.02, 0.00, 0.34, 0.24, -0.64, -0.42

=====

ORCA calculation (ωB97M-V/def2-TZVPD) on 2 unconnected molecules or ions with the total composition C9H13N4O10S.

Orbital gap in eV: 1.90
HOMO in eV: -1.4
Net charge: -1

Atoms and positions in Å:
C1 2.7811 -0.1600 1.6484
C2 2.5844 -0.9184 0.3597
O1 3.3385 -1.7156 -0.0689
O2 1.3835 -0.5584 -0.2291
C3 1.3606 -0.4100 -1.6361
O3 1.3909 -1.2695 -2.4159
C4 1.1161 1.0540 -2.0205
C5 0.3772 1.7355 -0.9493
N1 -0.8643 1.3889 -0.6025
C6 -1.2247 2.1633 0.4094
N2 -2.4055 2.0782 1.0217
C7 -3.2695 0.9420 0.7224
C8 -3.0984 -0.1149 1.8098
O4 -1.7492 -0.4704 2.0680
C9 -1.1205 -1.4451 1.3165
O5 -0.2244 -2.0452 1.7919
N3 -0.2335 3.0492 0.7199
N4 0.7915 2.7392 -0.1579
O6 1.9703 3.3917 -0.1231
H1 1.9754 -0.3763 2.3543
H2 3.7226 -0.4949 2.0851
H3 2.8431 0.9184 1.4771
H4 2.0611 1.5411 -2.2758
H5 0.4831 1.0375 -2.9110
H6 -2.6532 2.7476 1.7297
H7 -3.0295 0.5788 -0.2753
H8 -4.3171 1.2549 0.7230
H9 -3.4299 0.3451 2.7467
H10 -3.7264 -0.9890 1.6142
H11 -1.4789 -1.5751 0.2843
H12 -0.1447 3.7596 1.4261
H13 2.5124 2.9528 0.5581
O7 0.8842 -4.1205 -1.2162
S1 0.4659 -4.2449 -2.6420
O8 -0.4116 -3.0576 -2.9656
O9 -0.3192 -5.4863 -2.8491
O10 1.6588 -4.2260 -3.5280

natural (NBO) atomic charge list, values in e, 8 entries: -0.71, 0.79, -0.46, -0.60, 0.75, -0.30, -0.58, 0.48

=====

What is the formula in the fifth record?
C9H13N4O10S

=====

What is the orbital gap in the fifth record?
1.90 eV